{
  "formula": "C36H108N18O6P6",
  "method": "wB97M-V/def2-TZVPD",
  "homo_lumo_gap_ha": 0.3047,
  "relative_energy_kcal_mol": 131.9,
  "total_energy_ev": -133925.8451,
  "smiles": "CN(C)P(=O)(N(C)C)N(C)C.CN(C)P(=O)(N(C)C)N(C)C.CN(C)P(=O)(N(C)C)N(C)C.CN(C)P(=O)(N(C)C)N(C)C.CN(C)P(=O)(N(C)C)N(C)C.CN(C)P(=O)(N(C)C)N(C)C",
  "homo_ev": -8.0876,
  "species": ["C", "N", "C", "P", "O", "N", "C", "C", "N", "C", "C", "H", "H", "H", "H", "H", "H", "H", "H", "H", "H", "H", "H", "H", "H", "H", "H", "H", "H", "C", "N", "C", "P", "O", "N", "C", "C", "N", "C", "C", "H", "H", "H", "H", "H", "H", "H", "H", "H", "H", "H", "H", "H", "H", "H", "H", "H", "H", "C", "N", "C", "P", "O", "N", "C", "C", "N", "C", "C", "H", "H", "H", "H", "H", "H", "H", "H", "H", "H", "H", "H", "H", "H", "H", "H", "H", "H", "C", "N", "C", "P", "O", "N", "C", "C", "N", "C", "C", "H", "H", "H", "H", "H", "H", "H", "H", "H", "H", "H", "H", "H", "H", "H", "H", "H", "H", "C", "N", "C", "P", "O", "N", "C", "C", "N", "C", "C", "H", "H", "H", "H", "H", "H", "H", "H", "H", "H", "H", "H", "H", "H", "H", "H", "H", "H", "C", "N", "C", "P", "O", "N", "C", "C", "N", "C", "C", "H", "H", "H", "H", "H", "H", "H", "H", "H", "H", "H", "H", "H", "H", "H", "H", "H", "H"],
  "positions_angstrom": [[-0.29202, -13.05058, 9.24341], [-0.05842, -13.35878, 7.83383], [1.33588, -13.36469, 7.41226], [-1.50194, -13.29416, 6.83794], [-2.81669, -13.43034, 7.49722], [-1.32317, -11.76919, 6.01405], [-2.12228, -11.48767, 4.77935], [-1.02168, -10.61089, 6.77027], [-1.12161, -14.44721, 5.59159], [-0.28228, -14.12881, 4.49191], [-1.38696, -15.84745, 5.84524], [0.40017, -13.66260, 9.82168], [-1.30586, -13.27178, 9.57703], [-0.15503, -11.98190, 9.40849], [1.55136, -12.40885, 6.93471], [1.46561, -14.28163, 6.83739], [2.02067, -13.31861, 8.25904], [-2.56149, -12.38108, 4.33548], [-2.86503, -10.73766, 5.05120], [-1.49215, -11.03325, 4.01480], [-0.08826, -10.70129, 7.32585], [-0.82585, -9.77950, 6.09311], [-1.86412, -10.38397, 7.42364], [0.24567, -13.17567, 4.52180], [0.55406, -14.82774, 4.48020], [-0.85794, -14.29797, 3.58191], [-2.13511, -16.02303, 6.61825], [-0.51829, -16.34793, 6.27305], [-1.82849, -16.39902, 5.01522], [8.86886, -16.23222, -2.18680], [7.58778, -16.32806, -2.95344], [6.31615, -16.04936, -2.15027], [7.52340, -16.24585, -4.67119], [6.29877, -16.67849, -5.38060], [7.93731, -14.58465, -4.92920], [6.86049, -13.58445, -4.84374], [9.28298, -13.97846, -4.58927], [8.94488, -17.10385, -5.27448], [9.12816, -18.49997, -4.91201], [9.40322, -16.83775, -6.58369], [9.08482, -15.17868, -2.00932], [9.65495, -16.62393, -2.83234], [8.80280, -16.77655, -1.24476], [6.34409, -16.25721, -1.08063], [5.50479, -16.67529, -2.52176], [6.03734, -14.99563, -2.15515], [6.60185, -13.45232, -3.79314], [7.28179, -12.64856, -5.21075], [5.97349, -13.84900, -5.41936], [9.61409, -13.27060, -5.34914], [9.27698, -13.41740, -3.65478], [10.07069, -14.71122, -4.41412], [8.29542, -19.05911, -5.33863], [10.03812, -18.99942, -5.24461], [9.26153, -18.62453, -3.83739], [8.94960, -15.91827, -6.95365], [9.21484, -17.71567, -7.20166], [10.44918, -16.53383, -6.54237], [12.96110, -0.83496, -1.19810], [13.23741, -1.88330, -2.17690], [13.99742, -3.05736, -1.69240], [12.62485, -1.62565, -3.80530], [11.22429, -1.09252, -3.76208], [13.86679, -0.62600, -4.37852], [15.22859, -1.14999, -4.59913], [13.64013, 0.75661, -4.77107], [12.73893, -3.08935, -4.67062], [12.92222, -3.02247, -6.12900], [11.90174, -4.18398, -4.27062], [11.91262, -0.78137, -0.90500], [13.11765, 0.15424, -1.62832], [13.59445, -1.00204, -0.32686], [13.31639, -3.90475, -1.77140], [14.27510, -3.05375, -0.63837], [14.84697, -3.15620, -2.36811], [15.25010, -2.19062, -4.92274], [15.57825, -0.57474, -5.45641], [15.89915, -1.00361, -3.75235], [12.70631, 1.12929, -4.35013], [14.47227, 1.37927, -4.44253], [13.49079, 0.85504, -5.84629], [13.47220, -2.15155, -6.48554], [13.50506, -3.86371, -6.50412], [11.97951, -2.91382, -6.66527], [11.24293, -3.86802, -3.46177], [12.48120, -5.07929, -4.04536], [11.30648, -4.58041, -5.09318], [4.20625, -8.36217, 0.60227], [4.93858, -8.34130, 1.87599], [4.08936, -7.79871, 2.97676], [6.67439, -8.26828, 1.84423], [7.22762, -8.67236, 0.52709], [7.04244, -6.66385, 2.28383], [7.21751, -5.65555, 1.27176], [7.23794, -6.27011, 3.73995], [7.18182, -9.31083, 3.16052], [8.57104, -9.59726, 3.28692], [6.47004, -10.59139, 3.37554], [4.53557, -9.14341, -0.08280], [4.09420, -7.35144, 0.20986], [3.14866, -8.53345, 0.80293], [3.59824, -6.83446, 2.84592], [4.55328, -7.72886, 3.96064], [3.25717, -8.49284, 3.09403], [7.35989, -4.67907, 1.73470], [8.19589, -5.66481, 0.79134], [6.36545, -5.56485, 0.59808], [6.32913, -6.39525, 4.32860], [8.03860, -6.76605, 4.28869], [7.40750, -5.20016, 3.86056], [8.96265, -10.18346, 2.45558], [9.20604, -8.71828, 3.39768], [8.91686, -10.31701, 4.02886], [6.84448, -11.04433, 4.29356], [6.62305, -11.23757, 2.51117], [5.38685, -10.47176, 3.39676], [3.18912, -6.62174, -8.10033], [3.63351, -5.37672, -7.49025], [4.53829, -5.50510, -6.42404], [2.68309, -3.99786, -7.64046], [1.60954, -4.00477, -8.69347], [2.02213, -3.85187, -6.08536], [0.82903, -4.64148, -5.78274], [2.76329, -3.22923, -4.93026], [3.59683, -2.59457, -7.83588], [2.94222, -1.30827, -8.00954], [4.98322, -2.71418, -8.39182], [4.03901, -7.25573, -8.35301], [2.56418, -6.43136, -8.97286], [2.52450, -7.14363, -7.41185], [4.10962, -5.92921, -5.51604], [5.08920, -4.58947, -6.20903], [5.45142, -5.99021, -6.76897], [0.42941, -4.29158, -4.83091], [0.07884, -4.62543, -6.57335], [1.22586, -5.64966, -5.66356], [2.84114, -3.97217, -4.13649], [3.71953, -2.84133, -5.28130], [2.27626, -2.35754, -4.49315], [1.86614, -1.40451, -7.86504], [3.46424, -0.52899, -7.45429], [2.98638, -0.95552, -9.03994], [5.06851, -2.74084, -9.47815], [5.52068, -3.55955, -7.96218], [5.53094, -1.81564, -8.10769], [-3.81146, -3.84088, 0.24185], [-3.61337, -2.36145, 0.31222], [-2.78841, -1.81996, 1.37370], [-4.48265, -1.43824, -0.88113], [-5.02877, -2.34281, -1.98212], [-5.79253, -0.64663, -0.06939], [-6.07123, 0.70047, -0.50560], [-6.88487, -1.30056, 0.67787], [-3.33489, -0.25481, -1.35004], [-2.69229, 0.75882, -0.51545], [-2.99712, -0.15557, -2.80761], [-3.61346, -4.35181, -0.70042], [-4.85902, -4.10991, 0.37726], [-3.31759, -4.36484, 1.06018], [-2.39179, -2.59496, 2.02957], [-3.29409, -1.07297, 1.98559], [-1.95103, -1.28173, 0.92966], [-7.09962, 0.73747, -0.86494], [-5.87908, 1.32242, 0.36867], [-5.40576, 1.06797, -1.28675], [-7.12666, -0.79469, 1.61261], [-7.73526, -1.29462, -0.00398], [-6.60025, -2.34967, 0.75821], [-2.80220, 1.74413, -0.96842], [-3.16234, 0.83478, 0.46504], [-1.64093, 0.49711, -0.39614], [-3.66604, 0.56012, -3.28557], [-3.31424, -1.07310, -3.30327], [-1.95387, 0.03962, -3.05585]]
}

***

{
  "formula": "C6H8O2",
  "method": "wB97M-V/def2-TZVPD",
  "homo_lumo_gap_ha": 0.3444,
  "relative_energy_kcal_mol": 96.9,
  "total_energy_ev": -10442.5259,
  "smiles": "O[C@H]1[C@@H]2C=COC[C@@H]12",
  "homo_ev": -8.5497,
  "species": ["O", "C", "C", "C", "C", "O", "C", "C", "H", "H", "H", "H", "H", "H", "H", "H"],
  "positions_angstrom": [[-0.17449, -2.31748, -1.34071], [0.56036, -1.43175, -0.63320], [0.18449, 0.06145, -0.94730], [0.75782, 1.39335, -0.49116], [0.23169, 1.85561, 0.64067], [-0.83845, 1.38946, 1.36077], [-1.19489, -0.04587, 1.17150], [0.04430, -0.61891, 0.47141], [-0.15156, -2.22299, -2.29986], [1.57569, -1.77385, -0.45136], [-0.71382, 0.15813, -1.49863], [1.71220, 1.95053, -0.80251], [0.52545, 2.83566, 1.00654], [-1.33499, -0.46190, 2.18280], [-2.10922, -0.28601, 0.59692], [0.92541, -0.48544, 1.03414]]
}

***

{
  "formula": "C9H10O3",
  "method": "wB97M-V/def2-TZVPD",
  "homo_lumo_gap_ha": 0.3565,
  "relative_energy_kcal_mol": 61.9,
  "total_energy_ev": -15635.3185,
  "smiles": "C[C@@]1(O)O[C@]1(O)c1ccccc1",
  "homo_ev": -8.9988,
  "species": ["C", "C", "O", "O", "C", "O", "C", "C", "C", "C", "C", "C", "H", "H", "H", "H", "H", "H", "H", "H", "H", "H"],
  "positions_angstrom": [[3.21636, 0.00892, -0.64047], [1.94702, -0.56186, 0.10194], [1.63200, -1.82074, -0.19942], [1.57031, -0.10120, 1.37695], [0.88737, 0.42838, 0.32207], [1.18001, 1.77404, 0.02977], [-0.64547, 0.21387, 0.17640], [-1.44380, 1.28393, 0.03718], [-2.83154, 1.11368, -0.06637], [-3.35277, -0.16564, -0.11714], [-2.50156, -1.24059, 0.08419], [-1.14637, -1.08245, 0.21531], [4.10829, -0.20150, -0.19723], [3.05941, 1.03959, -0.80871], [3.25488, -0.30773, -1.69537], [1.90751, -2.40058, 0.50853], [1.44019, 2.33210, 0.91000], [-0.93406, 2.23666, 0.08218], [-3.59832, 1.90768, 0.03919], [-4.34478, -0.33195, -0.19329], [-2.94506, -2.27969, -0.00685], [-0.45963, -1.84493, 0.04117]]
}

***

{
  "formula": "C35H26BaIN2O4P",
  "method": "wB97M-V/def2-TZVPD",
  "homo_lumo_gap_ha": 0.2583,
  "relative_energy_kcal_mol": 43.5,
  "total_energy_ev": -65968.8823,
  "homo_ev": -7.4456,
  "species": ["Ba", "N", "C", "C", "C", "C", "C", "C", "P", "C", "C", "C", "C", "C", "C", "C", "C", "C", "C", "C", "C", "H", "H", "H", "H", "H", "H", "H", "H", "H", "H", "H", "H", "H", "H", "H", "H", "I", "C", "C", "C", "C", "C", "C", "C", "C", "C", "C", "H", "H", "H", "H", "H", "H", "O", "C", "O", "C", "C", "C", "C", "C", "C", "N", "O", "O", "H", "H", "H", "H"],
  "positions_angstrom": [[0.66663, -0.32095, 0.52557], [0.79116, 2.89172, -0.10344], [0.00022, 4.04668, 0.00683], [0.59030, 5.30419, 0.10637], [-0.18870, 6.44067, 0.23309], [-1.57020, 6.33649, 0.24623], [-2.16532, 5.08698, 0.16742], [-1.39732, 3.92973, 0.07657], [-2.10634, 2.23132, 0.05448], [-3.89829, 2.57898, -0.14783], [-4.46025, 2.34997, -1.40113], [-5.80135, 2.62024, -1.63451], [-6.59628, 3.11312, -0.61237], [-6.04659, 3.33857, 0.64310], [-4.70643, 3.07540, 0.87573], [-2.01916, 1.79255, 1.84226], [-1.04789, 2.31526, 2.69376], [-0.92130, 1.83822, 3.99300], [-1.75825, 0.83401, 4.45430], [-2.72949, 0.30723, 3.61353], [-2.85337, 0.77608, 2.31621], [0.53789, 2.30301, -0.88572], [1.78159, 3.08422, -0.13104], [1.67121, 5.38427, 0.06989], [0.28816, 7.41024, 0.29686], [-2.18361, 7.22484, 0.32077], [-3.24337, 5.01649, 0.18498], [-3.84075, 1.95448, -2.19796], [-6.22881, 2.43703, -2.61205], [-7.64287, 3.32356, -0.79085], [-6.66523, 3.72057, 1.44544], [-4.28473, 3.26430, 1.85415], [-0.39570, 3.10806, 2.34973], [-0.16723, 2.25720, 4.64713], [-1.65397, 0.46063, 5.46475], [-3.38770, -0.47590, 3.96781], [-3.61481, 0.36071, 1.66722], [-2.20752, -1.82513, -0.00954], [-1.30699, -3.77578, 0.02511], [-2.21840, -4.78539, -0.11472], [-1.78606, -6.12319, -0.14576], [-0.45420, -6.39742, -0.04318], [0.49409, -5.35909, 0.10883], [1.86881, -5.67480, 0.21766], [2.79361, -4.68677, 0.38040], [2.37726, -3.33945, 0.44814], [1.05888, -2.94318, 0.34500], [0.09256, -3.98177, 0.16041], [-3.27259, -4.56177, -0.20452], [-2.51676, -6.91352, -0.25670], [-0.09924, -7.42143, -0.07418], [2.16436, -6.71682, 0.17519], [3.84745, -4.93099, 0.46574], [3.15541, -2.59061, 0.60204], [2.68241, 0.49618, 1.18020], [3.06166, 0.35470, -0.00788], [2.28188, 0.35194, -0.99408], [4.52378, 0.08450, -0.25142], [4.89030, -0.91544, -1.14616], [6.22709, -1.24182, -1.32050], [7.20649, -0.55125, -0.62813], [6.82514, 0.46528, 0.23519], [5.49413, 0.78145, 0.44796], [7.85667, 1.21795, 0.95097], [7.50746, 2.19993, 1.57989], [9.00219, 0.81233, 0.88846], [4.11635, -1.43379, -1.69814], [6.50412, -2.03562, -2.00073], [8.25538, -0.78197, -0.73944], [5.22802, 1.55818, 1.15022]]
}

***

{
  "formula": "H12NaO6",
  "method": "wB97M-V/def2-TZVPD",
  "total_charge": 1,
  "homo_lumo_gap_ha": 0.4249,
  "relative_energy_kcal_mol": 7.0,
  "total_energy_ev": -16893.0238,
  "homo_ev": -14.7226,
  "species": ["Na", "O", "H", "H", "O", "H", "H", "O", "H", "H", "O", "H", "H", "O", "H", "H", "O", "H", "H"],
  "positions_angstrom": [[-0.03129, -0.00544, 0.11743], [-2.50301, 0.69022, 0.76618], [-2.98714, 1.32983, 0.24391], [-3.04480, 0.55593, 1.54378], [0.66573, -2.07044, -1.19020], [0.75914, -2.90113, -0.72386], [1.44711, -2.01486, -1.74028], [-0.30735, -2.13547, 1.43205], [0.20556, -1.85756, 2.19094], [-0.65732, -2.99139, 1.67933], [-1.13278, 0.60442, -2.00364], [-2.02790, 0.93145, -2.09331], [-0.75817, 0.68689, -2.88062], [0.83087, 2.26662, 1.40132], [1.63228, 2.05909, 1.88183], [0.31813, 2.79988, 2.00874], [2.23649, 0.42901, -0.91238], [2.37996, 1.22946, -1.41728], [2.97455, 0.39353, -0.30391]]
}

***

{
  "formula": "C19H42F3N4O7",
  "method": "wB97M-V/def2-TZVPD",
  "multiplicity": 2,
  "homo_lumo_gap_ha": [0.2917, 0.2884],
  "total_energy_ev": -48828.1939,
  "homo_ev": [-7.4086, -7.4086],
  "species": ["O", "H", "H", "H", "C", "O", "O", "C", "F", "F", "F", "C", "C", "H", "H", "H", "H", "H", "H", "C", "C", "C", "C", "C", "C", "N", "O", "C", "C", "C", "H", "H", "H", "H", "H", "H", "H", "H", "H", "H", "H", "H", "H", "H", "H", "H", "H", "H", "O", "C", "N", "C", "H", "H", "H", "H", "H", "O", "C", "N", "C", "H", "H", "H", "H", "H", "O", "C", "N", "C", "H", "H", "H", "H", "H"],
  "positions_angstrom": [[0.77159, 0.51765, 1.96186], [-0.18660, 0.51263, 2.21116], [1.28707, 0.58351, 2.81009], [0.98313, -0.35555, 1.55277], [-2.67772, 0.43601, 1.92342], [-1.73677, 1.52816, 1.61759], [-1.90251, -0.58791, 2.28767], [-3.87756, 1.04352, 2.73520], [-4.95417, 1.25570, 1.94769], [-4.24785, 0.18445, 3.68283], [-3.62756, 2.19960, 3.37993], [-2.13781, 2.57712, 0.75969], [-0.98524, 3.55845, 0.86493], [-1.11867, 4.42242, 0.20537], [-0.86034, 3.97503, 1.86248], [-0.07867, 3.05589, 0.52256], [-3.03226, 3.13376, 1.05642], [-2.24881, 2.21821, -0.26959], [-3.17342, 0.16263, 0.97135], [1.44138, 0.60306, -3.59592], [0.19036, 0.03145, -2.96508], [-0.93970, 1.03552, -3.21660], [-2.32638, 0.59569, -2.85059], [-2.63423, -0.66827, -3.66283], [-1.57006, -1.77854, -3.48395], [-0.19973, -1.25950, -3.58508], [0.71743, -2.13308, -3.43446], [-1.80739, -2.40306, -2.08960], [-1.97911, -2.88388, -4.45069], [0.45856, -0.03070, -1.44159], [1.69226, 1.58898, -3.19681], [1.46426, 0.64860, -4.68436], [2.31966, 0.05108, -3.24574], [-0.65082, 1.94894, -2.68980], [-0.81666, 1.21796, -4.28995], [-2.95354, 1.35209, -3.32808], [-2.53006, 0.38926, -1.80250], [-2.82062, -0.41395, -4.71178], [-3.66410, -0.90286, -3.37634], [-1.60874, -1.74473, -1.23697], [-2.87889, -2.58501, -1.99474], [-1.24622, -3.28071, -1.76829], [-2.12738, -2.40679, -5.42444], [-1.24060, -3.68126, -4.51035], [-2.95624, -3.29158, -4.20170], [1.20811, 0.66686, -1.06986], [0.95243, -0.97769, -1.20327], [-0.46918, 0.02740, -0.87391], [1.82276, 1.00604, 4.22255], [2.33941, 1.02046, 5.33443], [3.63392, 1.35513, 5.49040], [1.44914, 0.69492, 6.51964], [3.98187, 1.52141, 6.41778], [4.13617, 1.66345, 4.67340], [1.03503, -0.30664, 6.49433], [0.69975, 1.48204, 6.54808], [2.09687, 0.79416, 7.39592], [1.08822, -1.92829, 1.42774], [0.61633, -2.95478, 0.94643], [-0.66260, -3.28963, 1.17349], [1.46122, -3.85776, 0.06584], [-0.95907, -4.24801, 1.09736], [-1.24861, -2.67124, 1.73716], [1.81289, -4.64098, 0.73900], [2.22683, -3.24753, -0.39808], [0.79855, -4.31350, -0.66904], [3.46957, 1.23479, 1.45093], [3.67378, 1.13862, 0.25215], [3.84835, -0.06032, -0.36583], [3.86087, 2.36950, -0.58570], [3.79591, -0.94277, 0.11639], [4.17433, -0.14646, -1.31309], [4.82574, 2.86933, -0.51424], [3.12158, 3.12003, -0.30405], [3.68057, 2.20151, -1.65113]]
}